1.
{
  "formula": "C4H5NO",
  "method": "wB97M-V/def2-TZVPD",
  "elements": ["C", "C", "C", "O", "C", "N", "H", "H", "H", "H", "H"],
  "xyz": [[-1.6430, -0.1524, -0.3771], [-0.2321, 0.0246, -0.4119], [0.1994, 0.4724, 0.8478], [1.5960, 0.1328, 0.8737], [1.8231, -0.2979, -0.3819], [0.8300, -0.3273, -1.2229], [-1.1773, 0.2152, 1.1482], [-2.0184, -1.0006, 0.1921], [-2.2791, 0.0843, -1.2371], [0.0750, 1.5110, 1.1562], [2.8265, -0.6620, -0.5871]],
  "forces_ev_per_angstrom": [[0.0256, -0.0039, -0.1314], [-0.3181, 0.0454, 0.4073], [0.1505, 0.1131, -0.3252], [-0.0932, -0.1399, -0.2366], [-0.1440, -0.0860, -0.0672], [0.2488, 0.0914, 0.3522], [-0.0843, -0.0980, -0.2728], [0.2121, 0.2242, 0.0752], [0.2261, -0.0654, 0.1954], [-0.0200, -0.2197, -0.0353], [-0.2034, 0.1388, 0.0385]]
}



2.
{
  "formula": "C7H8MgN2O4Se4",
  "method": "wB97M-V/def2-TZVPD",
  "total_charge": -2,
  "elements": ["Mg", "Se", "Se", "Se", "Se", "C", "C", "O", "O", "H", "H", "H", "C", "N", "C", "C", "C", "O", "N", "C", "O", "H", "H", "H", "H", "H"],
  "xyz": [[1.2699, -0.7130, 0.4872], [1.3683, 0.3217, 3.4455], [3.5777, -0.3550, 3.7047], [3.8039, -2.2614, 2.3473], [3.6739, -1.4960, 0.1587], [-0.5533, -4.4401, -0.4135], [-0.4312, -2.9353, -0.6311], [-1.1870, -2.3593, -1.4035], [0.5043, -2.4580, 0.0721], [-1.0850, -4.9209, -1.2370], [-1.0950, -4.5902, 0.5151], [0.4456, -4.8576, -0.2965], [-2.4373, 2.0797, 0.6363], [-1.2198, 2.1351, -0.1457], [-0.8929, 3.1478, -1.0105], [0.2628, 3.1575, -1.6988], [1.2192, 2.0416, -1.5413], [2.2696, 2.0144, -2.1782], [0.8301, 1.0613, -0.6552], [-0.3087, 1.0875, 0.0235], [-0.6166, 0.1969, 0.8096], [-3.0357, 2.9440, 0.3722], [-2.2303, 2.1314, 1.7115], [-3.0014, 1.1655, 0.4116], [-1.6351, 3.9272, -1.1151], [0.5043, 3.9752, -2.3690]],
  "forces_ev_per_angstrom": [[0.0068, -0.2610, 0.4713], [-0.0511, -0.1900, -0.5063], [0.3040, -0.0763, 0.0500], [-0.0618, -0.0710, 0.3524], [0.4527, 0.2694, -0.1548], [-0.0889, -0.1876, -0.3593], [0.1804, -0.7462, 0.2096], [-0.3660, 0.4054, -0.4070], [0.1930, 0.6739, 0.2168], [-0.0327, -0.0061, 0.0805], [-0.1240, -0.1390, 0.1778], [-0.0375, -0.0781, 0.0134], [-0.0962, 0.0870, -0.0395], [0.3674, -0.0427, -0.1157], [0.0665, -0.1205, -0.0259], [-0.2083, -0.0113, 0.1735], [-0.0463, 0.1388, -0.0742], [-0.3503, -0.0904, 0.2600], [0.8372, -0.0980, -0.3287], [-0.8264, 1.2808, -0.6558], [-0.1140, -0.8286, 0.7142], [-0.1975, 0.1826, -0.1055], [0.0607, -0.1976, -0.2171], [0.2108, 0.1874, 0.1475], [-0.0605, 0.0935, 0.0493], [-0.0178, -0.1743, 0.0737]]
}



3.
{
  "formula": "C4H10N2OS",
  "method": "wB97M-V/def2-TZVPD",
  "elements": ["C", "C", "C", "C", "H", "H", "H", "H", "H", "H", "H", "H", "H", "H", "N", "N", "O", "S"],
  "xyz": [[-1.3767, 2.1183, -0.7771], [-1.6265, 0.9431, 1.2582], [1.3485, -0.4662, -0.6289], [1.6902, -1.8839, -0.2248], [-1.0585, 1.2310, -1.3394], [-0.4776, 2.7410, -0.6987], [-2.1076, 2.6444, -1.4354], [-2.2086, 0.5909, 2.1157], [-0.4730, -0.6872, 1.8034], [0.4478, -0.4472, -1.2737], [2.1758, -0.0200, -1.2304], [2.7150, -1.9986, 0.2194], [1.7174, -2.5190, -1.1196], [-0.0590, -2.5485, 0.2232], [-2.0295, 1.8661, 0.4666], [-0.4521, 0.1459, 1.2636], [0.7427, -2.4033, 0.6995], [1.0317, 0.6933, 0.6784]],
  "forces_ev_per_angstrom": [[-0.0282, 0.8105, -1.3287], [0.4486, -0.1635, -0.3673], [0.1710, 0.3975, -1.2839], [0.8001, -0.4930, 0.1548], [-0.1024, -0.2006, 0.2705], [-0.2319, 0.0559, 0.1210], [0.5657, -0.2387, 0.4418], [-0.4338, 0.6452, -0.1978], [0.1871, -0.4155, 0.5716], [0.3931, -0.1627, 0.1559], [-0.4609, -0.3165, 0.3579], [-1.0422, 0.4111, -0.0645], [-0.0549, 0.1062, -0.0547], [-0.9232, -0.2039, -0.4627], [0.1268, -1.6326, 1.5712], [-0.7471, 1.5353, -1.1523], [1.0477, 0.0112, 0.5358], [0.2846, -0.1459, 0.7313]]
}



4.
{
  "formula": "C5H8N2O",
  "method": "wB97M-V/def2-TZVPD",
  "elements": ["C", "C", "C", "C", "C", "H", "H", "H", "H", "H", "H", "H", "H", "N", "N", "O"],
  "xyz": [[-0.3095, 1.6383, -0.2186], [1.2938, -0.0031, 0.9271], [0.5777, -1.3185, 0.0400], [-0.6057, -0.8284, -0.7377], [-1.1281, 0.3938, -0.0750], [1.7078, 1.8674, -0.4500], [2.3766, 0.0243, 1.0060], [0.8571, -0.3145, 2.0920], [1.1096, -1.7359, -0.7723], [0.3012, -2.3182, 0.5810], [-0.6866, -0.2979, -1.6689], [-2.7126, -0.7342, -1.0753], [-0.9116, 0.4602, 1.0539], [0.9265, 1.2173, 0.1453], [-2.0634, -0.8084, -0.2129], [-0.7329, 2.7579, -0.6347]],
  "forces_ev_per_angstrom": [[-4.2643, 2.5787, -3.0820], [-2.3768, -2.7217, -0.2405], [-0.1431, -1.3634, 0.5780], [-2.2527, 2.3440, 2.5211], [-0.6446, -0.9899, 4.4579], [-2.4865, -2.5798, 2.8951], [-0.0524, -0.4811, -0.2056], [0.9381, 2.0945, -3.2930], [2.1069, -0.1043, -0.5189], [0.4312, 2.2514, -0.1158], [1.3951, -1.4922, -1.6141], [1.3797, -0.0633, 1.6729], [-0.8114, -1.2787, -0.9208], [3.8882, 3.0203, -0.9093], [0.3059, 1.8075, -2.5314], [2.5870, -3.0222, 1.3065]]
}



In the order shown, the computed energy above the lowest of the compared OMol25 structures with the same formula, charge and spin values come out to 103.1; 0.0; 51.1; 149.9 kcal per mole.
In the order shown, the computed total energy values come out to -285.25033; -10488.12982; -741.29652; -379.84925 a.u..